Record 1
Below is C13H44CsN10O13S as an isolated structure in a non-equilibrium geometry, with properties calculated with ωB97M-V/def2-TZVPD.

The geometry in ORCA input format:
```
! RIJCOSX wB97M-V def2-TZVPD def2/J DEFGRID3
* xyz -1 1
Cs 2.43164 1.65037 -3.00745
S -0.18893 -0.22885 -1.01982
O -0.16558 0.77861 -2.06548
O -1.32672 -1.14146 -1.13743
O 1.11087 -0.95194 -1.08721
O -0.18504 0.42510 0.31982
C -2.04959 1.80653 -5.11687
O -2.80960 2.41370 -4.38468
N -2.26705 1.51322 -6.45747
N -0.87511 1.26884 -4.63528
H -1.42533 1.23205 -6.91530
H -3.10304 1.86216 -6.88338
H -0.23019 0.79844 -5.23810
H -0.77795 1.26154 -3.61880
C 0.34375 -4.56082 0.66247
O -0.58509 -5.27336 1.03753
N 0.22420 -3.19719 0.60152
N 1.56796 -5.03168 0.29072
H -0.71172 -2.88744 0.77784
H 0.86263 -2.51465 0.22083
H 1.72168 -6.01461 0.39648
H 2.09532 -4.34039 -0.20814
C -4.08132 -1.33155 -3.54617
O -4.81750 -1.37585 -4.53653
N -3.76651 -0.14135 -2.95096
N -3.52888 -2.43760 -2.98777
H -3.17047 -0.07575 -2.14639
H -4.19324 0.59106 -3.49112
H -2.97742 -2.32175 -2.15314
H -3.45616 -3.33277 -3.42531
C -3.82559 -2.06383 1.39822
O -4.73347 -2.68582 1.94464
N -3.60082 -0.73251 1.61944
N -2.87878 -2.62576 0.59089
H -4.00460 -0.22511 2.38190
H -2.83772 -0.27315 1.14870
H -2.19647 -2.04627 0.10196
H -2.92907 -3.61318 0.40601
C 1.53999 4.74879 2.22432
O 1.29998 5.52503 1.30024
N 2.33798 5.13298 3.28270
N 1.10565 3.47847 2.27755
H 2.73890 4.39491 3.83100
H 2.48419 6.08587 3.53879
H 0.42794 3.03737 1.67628
H 1.63161 2.80562 2.81043
C -2.73870 4.09990 2.58898
C -2.32172 2.66939 2.34779
O -1.68410 2.59309 1.06849
H -3.43543 4.42665 1.81884
H -1.85157 4.73357 2.61458
H -3.22606 4.21870 3.55940
H -3.15801 1.96182 2.30737
H -1.58647 2.28541 3.06262
H -1.14437 1.79493 0.94870
C 5.17732 -2.28128 -1.95892
C 3.76762 -2.64837 -1.54392
O 2.86376 -2.20948 -2.55652
H 5.54187 -2.93412 -2.76160
H 5.91730 -2.56454 -1.20277
H 5.22054 -1.24773 -2.29363
H 3.54716 -2.10872 -0.61774
H 3.67240 -3.73602 -1.47271
H 2.08095 -1.86595 -2.06874
C -0.47877 -1.49526 3.83001
C 0.78390 -0.74157 3.46995
O 0.41031 0.52985 2.92270
H -0.32027 -2.38822 4.43270
H -1.01037 -1.69794 2.89486
H -1.24217 -0.85796 4.28788
H 1.35075 -1.40716 2.81246
H 1.34864 -0.48848 4.37126
H 0.37261 0.42418 1.94307
C 4.50649 1.55545 1.02048
C 3.11888 0.93684 0.90520
O 2.35699 1.76445 0.03116
H 4.53119 2.36307 1.75132
H 4.84198 1.98313 0.07096
H 5.28882 0.82084 1.22538
H 2.65003 0.83511 1.88706
H 3.15680 -0.06859 0.47029
H 1.46638 1.35899 0.00552
*
```

Values from the calculation:
HOMO-LUMO gap, eV: 7.6
Energy above the lowest of the compared OMol25 structures with the same formula, charge and spin, kcal per mole: 17.5

---

Record 2
Below is C35H33ClN4S2Si2Tc as an isolated structure in a non-equilibrium geometry, with properties calculated with ωB97M-V/def2-TZVPD.

The geometry in ORCA input format:
```
! RIJCOSX wB97M-V def2-TZVPD def2/J DEFGRID3
* xyz 2 4
C 1.96396 0.09728 0.74551
C 2.66048 -0.83480 -0.08105
C 3.53642 -0.09491 -0.93649
H 2.57454 -1.91303 -0.02413
C 3.41327 1.28986 -0.60224
C 2.43794 1.41304 0.42682
H 2.16635 2.33538 0.92216
H 1.28055 -0.12981 1.55389
H 4.16766 -0.50791 -1.71232
H 3.95046 2.13441 -1.00953
Tc 1.52649 0.57360 -1.34604
Si -2.19728 1.75502 -4.48781
C -1.71075 0.18183 -5.37661
C -1.58268 0.22144 -6.77328
H -1.73164 1.18192 -7.31060
C -1.23651 -0.95511 -7.46002
H -1.06700 -0.90177 -8.54164
C -1.06539 -2.17667 -6.77865
H -0.82006 -3.09967 -7.31911
C -1.20483 -2.20122 -5.38492
H -1.07327 -3.14532 -4.85063
C -1.50153 -1.02511 -4.68074
H -1.56426 -1.05013 -3.57888
C -0.43674 2.18749 -3.65572
C 0.56344 1.17853 -3.34066
H 0.53134 0.15784 -3.74388
C 2.34771 1.80626 -2.69976
H 3.23437 1.28499 -3.06687
C 2.15837 3.24540 -2.56519
H 3.06674 3.82761 -2.40301
C 0.90803 3.88948 -2.47296
H 0.92336 4.92503 -2.10827
C -0.30728 3.38592 -2.93363
H -1.20148 3.97517 -2.71749
H 1.89543 -0.59091 -2.44957
Si 1.75209 2.15959 -4.35757
C 2.39354 3.74922 -5.28795
C 3.75301 3.73725 -5.64056
H 4.34329 2.82113 -5.50270
C 4.36316 4.88572 -6.17038
H 5.42405 4.85576 -6.43296
C 3.61028 6.04474 -6.36652
H 4.06907 6.93036 -6.81222
C 2.26086 6.06432 -5.99765
H 1.66782 6.97027 -6.12383
C 1.64592 4.92072 -5.47232
H 0.58191 4.94507 -5.19713
C 2.09117 0.93470 -5.72604
C 2.62095 -0.34651 -5.47018
H 2.86811 -0.68685 -4.43939
C 2.86149 -1.17907 -6.57372
H 3.34516 -2.15341 -6.41346
C 2.46422 -0.78711 -7.86891
H 2.59635 -1.46838 -8.72094
C 1.85114 0.45715 -8.08206
H 1.48479 0.74848 -9.07998
C 1.67827 1.32770 -7.00749
H 1.20709 2.31415 -7.16888
H -3.19629 2.47818 -5.14114
Cl -3.17505 0.98707 -2.82335
N 0.65187 -2.88257 -2.19548
C -0.28640 -2.18005 -1.55840
N -0.20730 -0.92528 -1.10001
C -1.38009 -0.60026 -0.41856
C -2.32792 -1.60122 -0.31295
S -1.83221 -2.97349 -1.21715
C -1.44043 0.70659 0.11707
C -2.38292 1.24921 0.97622
S -1.97834 2.86580 1.33106
C -0.49050 2.68937 0.39010
N -0.36004 1.50540 -0.19897
N 0.41841 3.67711 0.50648
H 0.41408 -3.83095 -2.45107
H 1.57127 -2.49593 -2.41516
H -3.22097 -1.52196 0.30480
H -3.22282 0.70187 1.39042
H 0.12366 4.43471 1.13011
H 1.03509 3.89107 -0.27062
*
```

Values from the calculation:
HOMO-LUMO gap (spin up / spin down), eV: 5.7 / 5.6
Energy above the lowest of the compared OMol25 structures with the same formula, charge and spin, kcal per mole: 152.4

---

Record 3
Below is a 5-piece molecular cluster, CH12O4S2 overall in a non-equilibrium geometry, with properties calculated with ωB97M-V/def2-TZVPD.

The geometry in ORCA input format:
```
! RIJCOSX wB97M-V def2-TZVPD def2/J DEFGRID3
* xyz 0 1
C -3.70099 4.43683 1.54138
S -2.20705 3.83507 2.36611
S -2.60433 4.36306 4.33424
H -4.42661 4.75171 2.26996
H -4.11850 3.67535 0.87677
H -3.48116 5.29897 0.92905
H -2.82366 3.13268 4.80159
O 1.90189 -2.45272 1.48743
H 2.51935 -2.11888 2.15030
H 2.15551 -3.31449 1.15631
O 3.60403 -3.55207 -2.37645
H 3.97646 -4.36624 -2.03727
H 4.25653 -2.85128 -2.43978
O 0.22655 -1.52557 -4.04545
H 1.03992 -1.75163 -4.50077
H 0.37056 -1.59930 -3.08256
O 0.90744 -2.25539 -1.39542
H 1.84934 -2.01965 -1.34327
H 0.55471 -1.68647 -0.69217
*
```

Values from the calculation:
SMILES string: CSS.O.O.O.O
HOMO-LUMO gap, eV: 9.2
Energy above the lowest of the compared OMol25 structures with the same formula, charge and spin, kcal per mole: 21.3

---

Record 4
Below is one molecule with the formula C4H8O2, with properties calculated with ωB97M-V/def2-TZVPD.

The geometry in ORCA input format:
```
! RIJCOSX wB97M-V def2-TZVPD def2/J DEFGRID3
* xyz 0 1
C 0.42240 1.67927 -1.02621
C -0.06355 1.32734 0.38778
C 0.27596 -0.12774 0.61848
O 1.40552 -0.55383 0.55700
O -0.80788 -0.91882 0.76263
C -0.58276 -2.28252 0.39027
H 0.20074 2.72084 -1.27224
H 1.50165 1.51959 -1.10374
H -0.06379 1.04316 -1.77485
H 0.46884 1.93824 1.12423
H -1.13788 1.50156 0.49023
H -1.40868 -2.87128 0.78755
H -0.58679 -2.32920 -0.70339
H 0.37620 -2.64661 0.76229
*
```

Values from the calculation:
SMILES string: CCC(=O)OC
HOMO-LUMO gap, eV: 11.4
Energy above the lowest of the compared OMol25 structures with the same formula, charge and spin, kcal per mole: 11.9

---

These records have DFT total energy values of -67105.68369 -94917.97167 -31091.91798 -8372.76399 eV, in the order they appear.